(1)
This record from OMol25 describes C48H50CrN5P2Sb2Te as an isolated structure in a non-equilibrium geometry. The level of theory is ωB97M-V/def2-TZVPD.

Summary:
HOMO-LUMO gap (alpha / beta) ... 5.72 / 5.57 eV
E_tot ... -125396.7712 eV
Highest occupied orbital energy (alpha / beta) ... -0.3287 / -0.3309 Eh

The geometry in ORCA input format:
```
! RIJCOSX wB97M-V def2-TZVPD def2/J DEFGRID3
* xyz 1 5
Cr 0.7060 -0.3850 0.5820
C -0.5367 3.7091 3.8529
Sb -1.4514 2.4083 2.3654
C -2.7583 3.9396 1.5507
C -3.0535 1.8156 3.7660
C -2.5376 1.0255 4.9010
C -2.1740 1.6954 6.0688
C -1.6305 1.0275 7.1482
C -1.4855 -0.3492 7.0944
C -1.8777 -1.0355 5.9620
C -2.3752 -0.3681 4.8444
C -2.7354 -1.1587 3.6472
Sb -1.0269 -1.4692 2.2832
C 0.2428 -2.3977 3.7639
C -1.6967 -3.4420 1.6677
H -1.2634 4.4607 4.1430
H 0.3448 4.1988 3.4534
H -0.2543 3.1227 4.7226
H -3.0909 4.5756 2.3653
H -3.6197 3.4700 1.0856
H -2.2456 4.5386 0.8068
H -3.7994 1.2922 3.1719
H -3.4757 2.7569 4.1097
H -2.3305 2.7629 6.1240
H -1.3315 1.5778 8.0276
H -1.0776 -0.8879 7.9343
H -1.8169 -2.1143 5.9383
H -3.5408 -0.7148 3.0651
H -3.0143 -2.1748 3.9181
H -0.2908 -3.2385 4.2023
H 0.5037 -1.6991 4.5513
H 1.1492 -2.7572 3.2773
H -1.4487 -4.1528 2.4560
H -1.1941 -3.7384 0.7488
H -2.7724 -3.4534 1.4961
Te -1.6212 -0.6041 -3.7854
C -0.8059 0.1828 -5.6132
C -1.1672 -0.4452 -6.7988
C -0.6450 0.0316 -7.9903
N 0.2056 1.0395 -8.0581
C 0.5301 1.6523 -6.9358
C 0.0325 1.2816 -5.6958
C 0.0271 -0.3407 -2.3971
P -0.0910 0.9866 -1.1623
C 1.3102 2.1373 -1.3974
C 1.8103 2.7373 -0.2439
C 2.9576 3.5042 -0.2996
C 3.6160 3.6733 -1.5089
C 3.1217 3.0868 -2.6627
C 1.9713 2.3164 -2.6065
C -1.5130 2.0339 -1.5394
C -1.3852 3.2581 -2.1847
C -2.5252 3.9573 -2.5412
C -3.7804 3.4426 -2.2586
C -3.9089 2.2154 -1.6226
C -2.7767 1.5108 -1.2631
P 0.0884 -1.7191 -1.2407
C -1.1517 -2.9555 -1.7213
C -2.4794 -2.7295 -1.3515
C -3.4736 -3.5828 -1.7864
C -3.1455 -4.6588 -2.5986
C -1.8263 -4.8982 -2.9469
C -0.8216 -4.0498 -2.5140
C 1.6733 -2.6177 -1.4586
C 2.7308 -1.9565 -2.2824
C 4.1968 -2.4050 -2.0491
C 4.3684 -3.5694 -1.1371
C 3.3436 -4.0921 -0.4602
C 2.0016 -3.5636 -0.5629
H -1.8459 -1.2837 -6.7901
H -0.9115 -0.4204 -8.9355
H 1.2154 2.4845 -7.0332
H 0.2731 1.8503 -4.8126
H 1.2805 2.5978 0.6970
H 3.3426 3.9712 0.5957
H 4.5163 4.2663 -1.5493
H 3.6422 3.2171 -3.6010
H 1.5839 1.8283 -3.4892
H -0.4059 3.6569 -2.4091
H -2.4273 4.9047 -3.0488
H -4.6646 3.9972 -2.5353
H -4.8911 1.8123 -1.4150
H -2.8447 0.5466 -0.7626
H -2.7115 -1.8821 -0.7096
H -4.5016 -3.4143 -1.5073
H -3.9239 -5.3068 -2.9678
H -1.5772 -5.7443 -3.5707
H 0.2120 -4.2251 -2.7850
H 2.4402 -1.9137 -3.3333
H 4.7379 -2.5770 -2.9836
H 5.3629 -3.9832 -1.0482
H 3.4916 -4.9414 0.1904
H 1.2440 -3.9764 0.0960
N 3.9619 -0.0595 2.9882
C 3.1007 0.3369 3.9762
C 1.8494 0.3532 3.4417
N 1.8959 -0.0129 2.1218
C 3.2151 -0.2356 1.8502
C 3.5467 -0.5048 0.5178
N 2.5390 -0.3750 -0.3465
C 3.0652 -0.5759 -1.6791
C 4.5380 -0.9873 -1.4809
N 4.7578 -0.7863 -0.0654
H 4.9661 -0.0572 3.0447
H 3.4500 0.5529 4.9660
H 0.9215 0.6420 3.9049
H 2.8563 0.2782 -2.3252
H 5.2974 -0.4503 -2.0488
H 5.4900 -1.2790 0.4192
*
```

---

(2)
This record from OMol25 describes an isolated ion of composition C22H26N3 and charge +1 in a non-equilibrium geometry. The level of theory is ωB97M-V/def2-TZVPD.

Summary:
HOMO-LUMO gap ... 8.27 eV
E_tot ... -27699.1925 eV
SMILES ... Cn1cc([C@H](c2ccccc2)[N+]23CCN(CC2)CC3)c2ccccc21
Highest occupied orbital energy ... -0.3873 Eh

The geometry in ORCA input format:
```
! RIJCOSX wB97M-V def2-TZVPD def2/J DEFGRID3
* xyz 1 1
C -1.5941 -2.9348 3.2610
N -0.8473 -1.8989 2.5739
C -0.7422 -1.7626 1.2212
C 0.0628 -0.6519 0.9086
C 0.4518 -0.2453 -0.4870
C 1.3689 0.9978 -0.5383
C 1.0756 2.1943 0.1405
C 2.0259 3.2331 0.1565
C 3.2226 3.1008 -0.5581
C 3.4595 1.9574 -1.3221
C 2.5353 0.9125 -1.3124
N -0.6618 -0.1640 -1.5203
C -0.5905 1.1111 -2.3862
C -1.6820 1.0889 -3.4320
N -2.4605 -0.1712 -3.3804
C -1.5533 -1.3205 -3.5886
C -0.4815 -1.3553 -2.5235
C -3.1099 -0.2833 -2.0549
C -2.0835 -0.2334 -0.9441
C 0.6336 -0.2050 2.1817
C 1.7137 0.5756 2.5973
C 2.1038 0.5933 3.9436
C 1.4605 -0.2026 4.8974
C 0.3813 -1.0148 4.5213
C -0.0184 -0.9712 3.1946
H -1.6483 -2.6983 4.3273
H -2.6104 -2.9761 2.8529
H -1.1199 -3.9179 3.1380
H -1.2347 -2.4848 0.5642
H 1.0876 -1.0862 -0.8262
H 0.1430 2.3134 0.7022
H 1.8203 4.1463 0.7208
H 3.9762 3.8931 -0.5114
H 4.3536 1.8705 -1.9457
H 2.7084 0.0108 -1.9100
H 0.4020 1.1297 -2.8470
H -0.7164 1.9633 -1.7077
H -2.3737 1.9258 -3.2652
H -1.2477 1.1704 -4.4357
H -2.1496 -2.2420 -3.5629
H -1.0970 -1.2143 -4.5825
H -0.5176 -2.2780 -1.9332
H 0.5082 -1.2112 -2.9737
H -3.8218 0.5476 -1.9455
H -3.6613 -1.2345 -2.0271
H -2.1694 -1.1355 -0.3424
H -2.2064 0.6553 -0.3107
H 2.2719 1.1631 1.8722
H 2.9431 1.2257 4.2437
H 1.7996 -0.2005 5.9357
H -0.1100 -1.6856 5.2201
*
```

---

(3)
This record from OMol25 describes C47H42N2O4P2Ti as an isolated structure in a non-equilibrium geometry. The level of theory is ωB97M-V/def2-TZVPD.

Summary:
HOMO-LUMO gap (alpha / beta) ... 3.71 / 4.15 eV
E_tot ... -102284.9935 eV
Highest occupied orbital energy (alpha / beta) ... 0.0257 / 0.0095 Eh

The geometry in ORCA input format:
```
! RIJCOSX wB97M-V def2-TZVPD def2/J DEFGRID3
* xyz -2 3
Ti -0.5402 -0.2697 -0.1239
C -1.2350 0.9265 -3.1336
P -1.5805 1.7735 -1.5043
C -3.1614 2.5540 -2.0099
C -3.2216 3.6484 -2.8770
C -4.4429 4.1538 -3.2889
C -5.6284 3.5779 -2.8494
C -5.5791 2.4856 -1.9928
C -4.3582 1.9805 -1.5749
C -0.4544 3.2050 -1.4764
C -0.8191 4.3292 -0.7315
C 0.0730 5.3702 -0.5434
C 1.3530 5.2945 -1.0806
C 1.7340 4.1684 -1.7949
C 0.8388 3.1253 -1.9901
C -0.0491 0.0110 -3.0682
C 0.8085 -0.3762 -4.0793
C 1.7865 -1.2106 -3.4781
C 1.4733 -1.2852 -2.1325
C 2.2604 -1.9601 -1.0441
P 2.1504 -1.1158 0.6046
C 3.6368 0.1532 0.1951
C 4.0502 0.9556 1.2724
C 4.7334 2.1455 1.0971
C 4.9991 2.6175 -0.1862
C 4.5664 1.8667 -1.2710
C 3.8887 0.6689 -1.0854
C 3.2037 -2.2253 1.6508
C 3.3039 -1.9043 3.0098
C 3.9825 -2.7141 3.9036
C 4.5494 -3.9066 3.4675
C 4.4615 -4.2426 2.1244
C 3.8131 -3.4049 1.2258
N 0.3394 -0.5577 -1.8820
H -1.1231 1.6618 -3.9359
H -2.1585 0.3661 -3.3230
H -2.2991 4.1009 -3.2210
H -4.4737 5.0036 -3.9626
H -6.5817 3.9829 -3.1678
H -6.4981 2.0284 -1.6464
H -4.3277 1.1306 -0.9054
H -1.8024 4.3657 -0.2757
H -0.2183 6.2347 0.0418
H 2.0547 6.1068 -0.9292
H 2.7428 4.0917 -2.1828
H 1.1520 2.2272 -2.5115
H 0.7487 -0.0868 -5.1197
H 2.6232 -1.6884 -3.9703
H 3.3135 -1.9848 -1.3331
H 1.9343 -2.9867 -0.9070
H 3.8280 0.6206 2.2819
H 5.0481 2.7249 1.9596
H 5.5339 3.5487 -0.3345
H 4.7626 2.2231 -2.2779
H 3.5690 0.1262 -1.9671
H 2.8116 -1.0066 3.3711
H 4.0542 -2.4330 4.9484
H 5.0509 -4.5641 4.1684
H 4.9037 -5.1697 1.7745
H 3.7854 -3.6877 0.1809
O 1.1496 2.7906 1.9190
C 0.2661 1.8451 1.4339
O 0.6611 1.1071 0.4093
C -0.9640 1.5873 1.9771
C -1.7354 2.2252 3.0092
C -3.0339 1.8332 3.1927
C -3.6418 0.8477 2.3557
C -2.8508 0.2346 1.4023
N -1.5431 0.5135 1.2879
C -3.2407 -0.7449 0.3476
O -4.3601 -1.2360 0.2523
O -2.2487 -0.9992 -0.4765
H 1.9264 2.7206 1.3498
H -1.2824 3.0072 3.6064
H -3.6238 2.2944 3.9786
H -4.6864 0.5824 2.4456
C 0.4314 -3.6161 2.8967
C -0.1240 -3.1641 1.5353
C -1.6547 -3.1394 1.7283
C 0.3726 -1.7083 1.1822
C 0.1481 -4.1897 0.4475
C 0.9376 -5.3199 0.6370
C 1.1590 -6.2234 -0.3973
C 0.5752 -6.0253 -1.6377
C -0.2451 -4.9203 -1.8326
C -0.4580 -4.0201 -0.8042
H 0.1535 -2.8761 3.6493
H 1.5131 -3.7070 2.8898
H 0.0011 -4.5801 3.1917
H -1.9969 -4.1013 2.1281
H -2.1833 -2.9596 0.7992
H -1.9253 -2.3526 2.4368
H 0.3096 -1.1403 2.1248
H 1.4148 -5.4951 1.5914
H 1.7987 -7.0833 -0.2273
H 0.7618 -6.7218 -2.4475
H -0.6997 -4.7456 -2.8006
H -1.0677 -3.1415 -0.9762
*
```

---

(4)
This record from OMol25 describes C45H23Cl3F15GeIrN2P2S as an isolated structure in a non-equilibrium geometry. The level of theory is ωB97M-V/def2-TZVPD.

Summary:
HOMO-LUMO gap (alpha / beta) ... 6.10 / 4.86 eV
E_tot ... -217088.1457 eV
Highest occupied orbital energy (alpha / beta) ... -0.5988 / -0.5987 Eh

The geometry in ORCA input format:
```
! RIJCOSX wB97M-V def2-TZVPD def2/J DEFGRID3
* xyz 3 2
Ir 0.2827 -0.1156 -0.3231
C -0.4305 4.1070 -0.4144
N -0.0754 2.6714 -0.4784
P 0.9939 1.8813 0.5125
C 2.6679 2.1422 -0.0561
C 3.6561 1.2328 0.3581
C 4.9616 1.3941 -0.0741
C 5.2837 2.4596 -0.9095
C 4.3048 3.3563 -1.3242
C 2.9910 3.2014 -0.9068
C 0.7891 2.5818 2.1024
C 1.8891 3.0948 2.8030
C 1.6752 3.7067 4.0263
C 0.3907 3.7880 4.5509
C -0.6982 3.2434 3.8698
C -0.5065 2.6342 2.6477
P -1.0517 1.5074 -1.2086
C -2.6658 1.6378 -0.4601
C -3.0283 0.7612 0.5706
C -4.3116 0.7938 1.0911
C -5.2347 1.7052 0.5939
C -4.8710 2.5999 -0.4045
C -3.5886 2.5817 -0.9289
C -1.1632 1.9359 -2.9167
C -0.0608 2.4973 -3.5839
C -0.1641 2.8088 -4.9253
C -1.3389 2.5264 -5.6180
C -2.4162 1.9299 -4.9740
C -2.3303 1.6169 -3.6284
H 0.3887 4.6691 0.0287
H -1.3239 4.2661 0.1889
H -0.6087 4.4790 -1.4227
H 3.4042 0.4130 1.0243
H 5.7288 0.6996 0.2450
H 6.3096 2.6059 -1.2237
H 4.5658 4.1908 -1.9626
H 2.2363 3.9029 -1.2395
H 2.8892 3.0340 2.3959
H 2.5122 4.1281 4.5667
H 0.2342 4.2776 5.5037
H -1.6895 3.2964 4.2999
H -1.3470 2.2004 2.1155
H -2.3148 0.0423 0.9444
H -4.5996 0.0991 1.8696
H -6.2411 1.7232 0.9901
H -5.5931 3.3098 -0.7867
H -3.3180 3.2956 -1.6961
H 0.8571 2.7016 -3.0516
H 0.6653 3.2820 -5.4345
H -1.4122 2.7685 -6.6705
H -3.3199 1.7013 -5.5229
H -3.1591 1.1214 -3.1398
F 0.5152 -2.7543 -2.6068
C 1.1178 -2.9426 -3.8065
C 2.3053 -2.2708 -4.0634
C 2.9141 -2.4708 -5.2956
F 4.0578 -1.8564 -5.5849
C 2.3595 -3.3184 -6.2343
F 2.9468 -3.5075 -7.3987
C 1.1743 -3.9785 -5.9420
F 0.6423 -4.7841 -6.8295
C 0.5390 -3.7900 -4.7206
F -0.5950 -4.4166 -4.4499
Ge 3.1148 -1.3689 -2.5876
S 1.6432 0.3248 -2.0382
C 3.3248 -2.6511 -1.1354
C 2.8733 -2.5660 0.1655
F 2.1701 -1.4621 0.6092
C 3.1056 -3.5391 1.1074
F 2.6417 -3.4028 2.3472
C 3.8317 -4.6633 0.7500
F 4.0694 -5.5928 1.6465
C 4.3057 -4.7995 -0.5438
F 4.9961 -5.8624 -0.8867
C 4.0409 -3.7944 -1.4594
F 4.5088 -3.9171 -2.7014
C 4.7190 -0.4061 -2.9837
C 5.9566 -0.6910 -2.4199
F 6.0617 -1.5913 -1.4397
C 7.1036 -0.0498 -2.8464
F 8.2733 -0.3315 -2.3022
C 7.0167 0.9036 -3.8514
F 8.1032 1.5087 -4.2701
C 5.7873 1.2357 -4.4055
F 5.7027 2.1798 -5.3268
C 4.6642 0.5766 -3.9614
F 3.4694 0.8890 -4.4910
Cl -3.4788 -3.2752 2.1318
C -1.7466 -3.5025 2.2992
Cl -1.2310 -3.4050 3.9621
Cl -1.2081 -4.9830 1.5266
C -1.1035 -2.3806 1.5627
N -0.6143 -1.5208 0.9886
*
```

---

(5)
This record from OMol25 describes an isolated ion of composition C2H4N3S and charge +1 in a non-equilibrium geometry. The level of theory is ωB97M-V/def2-TZVPD.

Summary:
HOMO-LUMO gap ... 9.10 eV
E_tot ... -17433.4121 eV
SMILES ... NS1#[N+]N=CC=1
Highest occupied orbital energy ... -0.5598 Eh

The geometry in ORCA input format:
```
! RIJCOSX wB97M-V def2-TZVPD def2/J DEFGRID3
* xyz 1 1
N -1.5408 0.7953 0.4163
S 0.0096 1.3782 0.2912
N 1.1784 1.1798 1.8855
N 2.0740 0.5328 1.5152
C 2.1660 -0.2037 0.3497
C 1.1211 0.0349 -0.4508
H -2.2584 0.9575 -0.2401
H -1.9138 0.2357 1.1463
H 2.8473 -1.0615 0.3922
H 1.0848 -0.2736 -1.4491
*
```

---

(6)
This record from OMol25 describes C8H12NO2P as an isolated structure in a non-equilibrium geometry. The level of theory is ωB97M-V/def2-TZVPD.

Summary:
HOMO-LUMO gap ... 8.03 eV
E_tot ... -23362.3282 eV
Highest occupied orbital energy ... -0.2664 Eh

The geometry in ORCA input format:
```
! RIJCOSX wB97M-V def2-TZVPD def2/J DEFGRID3
* xyz 0 1
C -4.2991 0.1128 0.1203
C -3.6531 -1.0404 -0.3485
C -3.5089 1.2052 0.4048
C -2.2446 -1.1263 -0.4602
C -2.1202 1.1929 0.3058
C -1.5208 0.0106 -0.2092
C 2.9875 -0.4726 1.2811
C 2.7164 -0.2746 -0.1666
N 3.3129 0.8324 -0.6549
O 0.4411 -1.1122 -1.6036
O 0.5827 1.3020 -1.1828
P 0.4250 -0.0936 -0.3799
H -5.3336 0.3116 0.1905
H -4.0550 -2.0337 -0.6394
H -3.9780 2.0544 0.7372
H -1.9175 -2.1402 -0.7357
H -1.5019 2.0238 0.6292
H 3.8873 -1.0702 1.2269
H 3.1869 0.4234 1.9062
H 2.2370 -1.0384 1.6765
H 1.1555 -1.6748 -1.6121
H 3.4512 0.9743 -1.7370
H 3.8948 1.3691 0.0635
H 0.0506 1.2851 -1.9544
*
```